1.
{
  "formula": "C3H4N4",
  "method": "ωB97M-V/def2-TZVPD",
  "species": ["N", "N", "N", "N", "C", "C", "C", "H", "H", "H", "H"],
  "positions_angstrom": [[1.22586, -1.03676, -0.00108], [-1.82541, -0.13053, -0.37949], [1.16569, 0.28266, -0.58370], [-1.24782, -1.25737, -0.34881], [-1.01185, 0.99235, 0.04860], [0.08126, -1.60825, 0.07943], [0.30317, 1.14394, -0.04931], [0.80532, 1.89702, 0.59703], [2.18053, 0.60220, -0.56732], [-1.65153, 1.67241, 0.55900], [-0.02523, -2.55768, 0.64564]],
  "relative_energy_kcal_mol": 115.9,
  "homo_lumo_gap_ev": 8.2
}

***

2.
{
  "formula": "C3H4N4",
  "method": "ωB97M-V/def2-TZVPD",
  "species": ["N", "N", "N", "N", "C", "C", "C", "H", "H", "H", "H"],
  "positions_angstrom": [[-0.90426, -0.04283, 1.29145], [1.83342, 0.31388, 0.32732], [1.72000, 0.34189, 1.45742], [0.14214, -0.09766, -2.09958], [-1.02108, -0.33178, -0.03986], [-0.01926, 0.18521, -0.80859], [-0.11156, 0.17891, 2.16654], [0.85361, 0.37097, -2.63903], [-0.08313, 0.73159, 3.09103], [-1.94257, -0.83901, -0.32998], [-0.40398, -0.79412, -2.59631]],
  "relative_energy_kcal_mol": 118.9,
  "homo_lumo_gap_ev": [8.1, 8.1]
}

***

3.
{
  "formula": "C3H4N4",
  "method": "ωB97M-V/def2-TZVPD",
  "species": ["N", "N", "N", "N", "C", "C", "C", "H", "H", "H", "H"],
  "positions_angstrom": [[-0.57202, -1.24064, -0.26115], [-0.02615, 1.42860, 0.77744], [1.54771, -0.23520, -0.37230], [0.84316, 1.35062, 1.53411], [-1.38510, -0.21108, -0.31677], [0.77770, -1.23185, -0.11381], [-1.10906, 1.21106, 0.15236], [-2.35355, -0.36425, -0.75778], [2.60284, -0.46701, -0.40894], [-1.59817, 2.05173, -0.36194], [1.27263, -2.29198, 0.12878]],
  "relative_energy_kcal_mol": 15.7,
  "multiplicity": 3,
  "homo_lumo_gap_ev": [6.5, 7.3],
  "s_squared": 2.04
}

***

4.
{
  "formula": "C3H4N4O",
  "method": "ωB97M-V/def2-TZVPD",
  "species": ["O", "N", "N", "N", "N", "C", "C", "C", "H", "H", "H", "H"],
  "positions_angstrom": [[2.77891, -0.28169, 0.34394], [1.32987, -0.26038, -0.36637], [-0.51581, -1.52826, -0.06481], [-2.71783, -0.63747, 0.20528], [0.68244, -1.61068, -0.06613], [0.68325, 0.91699, -0.01688], [-0.66697, 0.99446, -0.08181], [-1.42938, -0.20107, -0.06876], [-1.08553, 2.03932, 0.01582], [-3.32152, 0.19997, 0.23248], [1.40561, 1.71121, -0.03903], [2.85695, -1.34241, -0.09374]],
  "relative_energy_kcal_mol": 159.3,
  "homo_lumo_gap_ev": 8.5
}

***

5.
{
  "formula": "C3H4N4O",
  "method": "ωB97M-V/def2-TZVPD",
  "species": ["O", "N", "N", "N", "N", "C", "C", "C", "H", "H", "H", "H"],
  "positions_angstrom": [[-2.51726, -0.99542, -0.12940], [0.88172, 1.28717, -0.00046], [2.06377, -0.71840, -0.19171], [-0.24321, -0.75154, 0.08988], [-0.35178, 1.92455, -0.03409], [-1.52690, -0.30979, 0.01124], [0.88673, -0.02994, -0.00190], [-1.50084, 1.22355, -0.06183], [-2.46645, 1.82940, -0.02770], [-0.28106, -1.78601, 0.18360], [2.85414, -0.08698, -0.14563], [2.20114, -1.58658, 0.30800]],
  "relative_energy_kcal_mol": 25.8,
  "homo_lumo_gap_ev": 9.6
}

***

6.
{
  "formula": "C3H4N4O",
  "method": "ωB97M-V/def2-TZVPD",
  "species": ["O", "N", "N", "N", "N", "C", "C", "C", "H", "H", "H", "H"],
  "positions_angstrom": [[2.79265, 0.14802, -0.14869], [-0.45977, -0.94052, 0.00107], [-0.93454, 1.25185, -0.01764], [1.99164, -0.76168, 0.07152], [-2.75611, -0.54469, -0.10995], [-1.55627, -0.03423, -0.08344], [0.41410, 0.98511, 0.10216], [0.67148, -0.31675, 0.13082], [1.40256, 1.64711, -0.16838], [-3.43579, 0.17659, 0.09482], [-0.93394, -2.00071, 0.34392], [-1.43845, 2.15332, 0.40690]],
  "relative_energy_kcal_mol": 117.1,
  "homo_lumo_gap_ev": 7.3
}

***

7.
{
  "formula": "C3H4N4O",
  "method": "ωB97M-V/def2-TZVPD",
  "species": ["O", "N", "N", "N", "N", "C", "C", "C", "H", "H", "H", "H"],
  "positions_angstrom": [[-1.06032, 1.24249, -0.07999], [-2.18864, -0.72041, -0.10142], [0.06426, -0.88186, 0.14356], [2.50486, -0.72952, -0.12836], [0.07520, 1.94139, -0.01657], [-0.97569, -0.13557, -0.04877], [1.29020, -0.19918, 0.08110], [1.13856, 1.28674, -0.01088], [-3.00709, -0.23766, 0.25782], [-2.18313, -1.78906, -0.03540], [2.43070, -1.78103, -0.21037], [1.91110, 2.00368, 0.14929]],
  "relative_energy_kcal_mol": 57.7,
  "homo_lumo_gap_ev": 9.9
}

***

8.
{
  "formula": "C3H4N4O",
  "method": "ωB97M-V/def2-TZVPD",
  "species": ["O", "N", "N", "N", "N", "C", "C", "C", "H", "H", "H", "H"],
  "positions_angstrom": [[2.22820, 0.19706, 0.29259], [0.13171, 1.98929, -0.16470], [-2.32023, -0.05889, 0.22259], [0.00114, 0.70504, -0.20924], [-0.59779, -1.66270, -0.16734], [1.05291, -0.14261, -0.08923], [0.70403, -1.63955, -0.04702], [-1.16583, -0.23036, 0.03550], [0.12086, 2.58030, 0.72750], [1.25128, -2.45966, -0.05986], [-0.67373, 2.57927, -0.83916], [-2.57448, 0.98959, 0.66606]],
  "relative_energy_kcal_mol": 105.7,
  "homo_lumo_gap_ev": 9.2
}

***

9.
{
  "formula": "C3H4N4O",
  "method": "ωB97M-V/def2-TZVPD",
  "species": ["O", "N", "N", "N", "N", "C", "C", "C", "H", "H", "H", "H"],
  "positions_angstrom": [[-0.22434, 2.22078, 0.18835], [-2.44203, -0.01947, 0.01272], [2.36473, 0.30091, -0.05423], [-0.44876, -1.24658, -0.11835], [0.78062, -1.10767, 0.24965], [-0.18798, 0.99205, -0.10154], [1.11707, 0.21092, 0.00539], [-1.15555, -0.05721, -0.17789], [1.48716, -1.74390, -0.05257], [-0.93493, -1.88559, 0.57695], [-2.75004, 0.93765, -0.04007], [2.39405, 1.39814, -0.48842]],
  "relative_energy_kcal_mol": 93.3,
  "homo_lumo_gap_ev": 6.9
}

***

10.
{
  "formula": "C3H4N4O",
  "method": "ωB97M-V/def2-TZVPD",
  "species": ["O", "N", "N", "N", "N", "C", "C", "C", "H", "H", "H", "H"],
  "positions_angstrom": [[-2.16545, 0.02078, -0.06753], [2.40937, -0.46175, -0.15887], [-1.89706, -1.28012, 0.02243], [0.01097, -0.27455, -0.06330], [-0.53975, 1.92842, -0.01118], [-0.58992, -1.45965, 0.21488], [-0.96473, 0.75199, 0.01044], [1.40014, 0.30529, 0.24582], [1.55237, 1.33444, 0.99705], [2.28917, -1.43292, -0.76556], [-1.26151, 2.86275, -0.44863], [-0.24360, -2.29468, 0.02446]],
  "relative_energy_kcal_mol": 144.5,
  "homo_lumo_gap_ev": 9.7
}